# 1
Here is C5H7N in the gas phase from OMol25. Energies are from ωB97M-V/def2-TZVPD.

Its SMILES is C1=C[C@@H]2N[C@@H]2C1. For the HOMO-LUMO gap, the calculation gives 10.1616 eV. The total charge is 0. The spin multiplicity is 1. As for the highest occupied orbital energy: -8.992 eV. The calculation puts the energy above the lowest of the compared OMol25 structures with the same formula, charge and spin at 148.0 kJ/mol.

```
13
Properties=species:S:1:pos:R:3:nbo_charge:R:1
C 0.559 1.217 0.144 -0.179
C -0.638 1.127 -0.440 -0.218
C -1.024 -0.301 -0.659 -0.127
N -1.165 -1.129 0.545 -0.568
C 0.117 -1.111 -0.144 -0.077
C 1.191 -0.144 0.345 -0.463
H 1.034 2.139 0.468 0.211
H -1.281 1.964 -0.697 0.217
H -1.645 -0.591 -1.501 0.209
H -1.140 -0.541 1.376 0.346
H 0.415 -2.056 -0.590 0.207
H 2.113 -0.248 -0.240 0.222
H 1.462 -0.325 1.394 0.219
```

=====

# 2
Here is C3H5NO2 in the gas phase from OMol25. Energies are from ωB97M-V/def2-TZVPD.

Its SMILES is [H]/N=C1/COCO1. For the HOMO-LUMO gap, the calculation gives 11.2591 eV. The total charge is 0. The spin multiplicity is 1. As for the highest occupied orbital energy: -10.349 eV. The calculation puts the energy above the lowest of the compared OMol25 structures with the same formula, charge and spin at 137.1 kJ/mol.

```
11
Properties=species:S:1:pos:R:3:nbo_charge:R:1
H -2.680 0.302 0.767 0.355
N -1.816 0.832 0.773 -0.688
C -0.801 0.242 0.314 0.537
C 0.527 0.932 0.203 -0.165
O 1.177 0.205 -0.824 -0.505
C 0.722 -1.099 -0.640 0.222
O -0.653 -1.002 -0.226 -0.501
H 0.342 1.966 -0.080 0.226
H 1.096 0.887 1.143 0.191
H 0.786 -1.650 -1.580 0.184
H 1.287 -1.619 0.151 0.144
```

=====

# 3
Here is a molecular structure, C28H20Br2N4O3V from OMol25. Energies are from ωB97M-V/def2-TZVPD.

For the HOMO-LUMO gap (alpha / beta), the calculation gives 6.6079 / 5.8854 eV. The total charge is +1. The spin multiplicity is 3. As for the highest occupied orbital energy (alpha / beta): -11.233 / -11.232 eV. The calculation puts the energy above the lowest of the compared OMol25 structures with the same formula, charge and spin at 544.6 kJ/mol.

```
58
Properties=species:S:1:pos:R:3:lowdin_spin:R:1
V -0.226 1.522 2.293 1.081
Br -1.518 -5.798 -7.787 0.000
C -1.179 -4.821 -6.212 -0.001
C -1.955 -5.065 -5.082 0.000
C -1.713 -4.353 -3.925 0.000
C -0.697 -3.399 -3.906 0.001
C 0.070 -3.162 -5.038 0.000
C -0.167 -3.877 -6.201 0.000
N -0.368 -2.609 -2.763 0.001
N -1.016 -2.860 -1.742 0.005
C -0.617 -2.018 -0.622 0.027
C -0.207 -2.920 1.399 -0.002
C -0.007 -2.119 2.658 -0.005
C -0.778 -1.038 2.623 0.006
O -0.669 0.145 3.326 -0.032
C -0.823 0.107 0.474 0.040
N -1.421 1.435 0.612 0.192
C -1.783 2.058 -0.474 0.074
C -1.694 1.473 -1.758 0.279
C -1.208 0.165 -1.942 0.024
C -0.784 -0.548 -0.858 0.237
H -2.739 -5.808 -5.118 0.000
H -2.305 -4.528 -3.038 0.000
H 0.855 -2.418 -4.993 0.000
H 0.426 -3.704 -7.088 0.000
H -0.235 -3.998 1.543 0.000
H 0.748 -2.321 3.403 0.000
H -2.153 3.071 -0.368 0.000
H -2.038 2.051 -2.603 0.013
H -1.222 -0.279 -2.927 -0.004
C 1.310 -3.775 -0.507 0.002
C 0.699 -2.541 0.142 0.018
C -1.416 -2.287 0.679 0.014
C -1.580 -0.932 1.365 0.020
N 0.516 0.472 1.027 0.012
C 1.678 -0.280 0.843 0.010
C 1.778 -1.536 0.411 -0.017
H 0.566 -4.551 -0.682 0.000
H 2.072 -4.177 0.163 0.001
H 1.780 -3.529 -1.459 0.000
H -2.330 -2.864 0.575 0.000
H -2.610 -0.604 1.510 0.001
H 2.575 0.286 1.063 0.001
H 2.793 -1.901 0.294 -0.001
Br 1.825 9.684 3.405 0.000
C 1.609 7.818 3.520 0.000
C 1.218 7.110 2.392 0.000
C 1.058 5.738 2.476 0.000
C 1.290 5.082 3.681 -0.001
C 1.689 5.805 4.804 0.000
C 1.846 7.176 4.729 0.000
C 1.151 3.622 3.826 0.001
O 1.414 2.967 4.787 0.002
O 0.664 2.996 2.685 -0.002
H 1.044 7.629 1.460 0.000
H 0.762 5.180 1.599 0.000
H 1.871 5.281 5.732 0.000
H 2.152 7.745 5.595 0.000
```

=====

# 4
Here is 2 unconnected molecules or ions with the total composition C4H14N2O2 from OMol25. Energies are from ωB97M-V/def2-TZVPD.

For the HOMO-LUMO gap (alpha / beta), the calculation gives 11.2276 / 5.9677 eV. The total charge is +1. The spin multiplicity is 2. As for the highest occupied orbital energy (alpha / beta): -13.911 / -13.889 eV. The calculation puts the energy above the lowest of the compared OMol25 structures with the same formula, charge and spin at 191.9 kJ/mol.

```
22
Properties=species:S:1:pos:R:3:lowdin_spin:R:1
N -0.856 2.289 0.850 0.405
C -0.670 1.087 0.193 0.121
C -0.621 -0.112 1.134 0.018
C -0.709 -1.433 0.405 0.004
O -2.062 -1.463 -0.133 0.002
C 0.736 1.160 -0.598 0.171
N 0.650 1.951 -1.749 0.171
H -0.899 3.070 0.204 0.019
H -0.117 2.488 1.536 0.014
H -1.506 0.934 -0.504 0.007
H -1.531 -0.077 1.727 0.005
H 0.190 -0.046 1.857 0.001
H -0.630 -2.289 1.073 0.001
H -0.100 -1.439 -0.478 0.002
H -2.349 -2.371 -0.264 0.000
H 0.983 0.109 -0.820 0.045
H 1.479 1.505 0.117 0.000
H 0.164 1.449 -2.496 0.003
H 1.554 2.201 -2.118 0.011
H 1.987 -3.514 -0.548 0.000
H 2.181 -2.865 0.775 0.000
O 2.125 -2.635 -0.163 0.001
```

=====

# 5
Here is C3H6N2O4 in the gas phase from OMol25. Energies are from ωB97M-V/def2-TZVPD.

Its SMILES is CCO/C(O)=N\[N+](=O)[O-]. For the HOMO-LUMO gap, the calculation gives 10.2144 eV. The total charge is 0. The spin multiplicity is 1. As for the highest occupied orbital energy: -9.889 eV. The calculation puts the energy above the lowest of the compared OMol25 structures with the same formula, charge and spin at 596.7 kJ/mol.

```
15
Properties=species:S:1:pos:R:3:nbo_charge:R:1
C 1.998 0.442 0.327 -0.669
C 1.225 0.224 -0.858 -0.073
O -0.216 0.375 -0.592 -0.455
C -0.727 -0.565 0.112 0.850
O 0.077 -1.571 0.500 -0.678
N -2.024 -0.590 0.329 -0.477
N -2.851 0.483 0.120 0.637
O -3.776 0.290 -0.619 -0.381
O -2.700 1.496 0.723 -0.384
H 1.616 1.413 0.775 0.240
H 1.949 -0.551 0.861 0.240
H 3.110 0.558 0.164 0.235
H 1.299 -0.713 -1.316 0.193
H 1.413 0.966 -1.524 0.196
H -0.394 -2.256 0.998 0.527
```

=====

# 6
Here is a gas-phase ion, C5H14N3 (charge +1) from OMol25. Energies are from ωB97M-V/def2-TZVPD.

Its SMILES is C=C(NC)[N@@H+](C)CN. For the HOMO-LUMO gap, the calculation gives 10.2990 eV. The total charge is +1. The spin multiplicity is 1. As for the highest occupied orbital energy: -12.983 eV. The calculation puts the energy above the lowest of the compared OMol25 structures with the same formula, charge and spin at 344.5 kJ/mol.

```
22
Properties=species:S:1:pos:R:3:nbo_charge:R:1
C -1.222 -0.324 -1.814 -0.447
C -0.629 -0.332 -0.614 0.359
N -0.341 -1.347 0.268 -0.671
C -0.159 -2.817 -0.113 -0.382
N -0.023 1.052 -0.073 -0.409
C -1.178 1.719 0.525 -0.403
C 1.137 1.025 0.816 -0.068
N 2.338 1.164 0.091 -0.855
H -1.259 0.622 -2.295 0.222
H -1.597 -1.197 -2.127 0.234
H -0.736 -1.103 1.226 0.395
H 0.877 -3.208 -0.298 0.223
H -0.627 -3.340 0.635 0.218
H -0.759 -2.967 -0.985 0.202
H 0.327 1.629 -0.898 0.463
H -1.317 1.387 1.500 0.218
H -0.936 2.756 0.591 0.228
H -1.948 1.431 -0.122 0.237
H 1.002 1.969 1.566 0.207
H 1.220 0.199 1.511 0.235
H 2.813 0.255 -0.017 0.397
H 2.869 1.926 0.354 0.398
```

=====

# 7
Here is 2 unconnected molecules or ions with the total composition C8H8ClN3OS from OMol25. Energies are from ωB97M-V/def2-TZVPD.

Its SMILES is CSCc1ccc(Cl)nc1.N#CN=O. For the HOMO-LUMO gap (alpha / beta), the calculation gives 6.2201 / 6.2235 eV. The total charge is 0. The spin multiplicity is 1. As for the highest occupied orbital energy (alpha / beta): -8.495 / -8.495 eV. The calculation puts the energy above the lowest of the compared OMol25 structures with the same formula, charge and spin at 120.4 kJ/mol.

```
22
Properties=species:S:1:pos:R:3:nbo_charge:R:1
C 2.129 1.794 0.100 -0.762
S 2.431 0.543 1.357 0.199
C 2.075 -1.024 0.533 -0.542
C 0.613 -1.086 0.257 -0.068
C 0.001 -1.333 -0.994 -0.177
C -1.382 -1.442 -0.935 -0.259
C -2.128 -1.318 0.286 0.110
Cl -3.781 -1.439 0.377 0.073
N -1.501 -1.133 1.435 -0.416
C -0.174 -0.943 1.375 0.036
H 2.817 1.600 -0.696 0.222
H 2.196 2.779 0.640 0.241
H 1.008 1.741 -0.167 0.235
H 2.350 -1.662 1.272 0.230
H 2.563 -1.241 -0.367 0.219
H 0.416 -1.378 -1.994 0.233
H -1.878 -1.438 -1.894 0.225
H 0.388 -0.924 2.292 0.202
N -0.516 2.104 -1.506 -0.227
C -1.438 1.946 -0.822 0.288
N -2.702 1.728 -0.670 0.095
O -3.489 2.126 0.123 -0.159
```